Entry 1:
Below is a molecular structure, C40H43N5O2P2SV, with properties calculated with the ωB97M-V functional and the def2-TZVPD basis.

Positions of all 94 atoms, in Å:
V -0.88076 0.57402 -0.57930
S -3.24781 -0.07256 -1.06246
P 1.50703 1.45086 -0.32554
P -0.59497 -1.91246 -0.63024
O -1.30444 1.05191 -2.33032
O -2.30686 -0.62298 -3.55283
N -1.49839 2.82837 -0.34321
N -4.96671 3.37096 0.15493
N -2.85363 3.22685 -0.50845
N -1.14014 0.55829 1.61443
N -3.82665 0.60264 4.29761
C -3.37297 -1.83617 -0.86880
C 4.22577 1.45870 -0.70066
C 0.26551 -2.60459 0.81661
C 2.20330 -3.58185 1.87295
C -2.26535 -2.62001 -0.53160
C 5.55196 -0.39586 -1.46302
C 1.07156 5.29065 -1.87498
C 1.48638 2.96072 -1.36128
C 1.55411 -3.12220 0.73160
C 1.82430 1.79554 1.44172
C 3.07209 0.67453 -0.81086
C 0.26635 -3.06046 3.19524
C 1.84836 0.64211 2.24074
C 0.14407 -2.58378 -2.12844
C 1.41358 5.06938 -3.20056
C -2.42784 0.65912 3.71397
C -3.73057 -4.53094 -0.37629
C 3.17455 -0.63453 -1.24142
C 2.17634 3.01364 2.01874
C 2.17374 0.71280 3.58414
C 1.10031 4.24354 -0.96239
C -0.38026 -2.60005 2.05977
C 4.41321 -1.17489 -1.57063
C 1.20105 -3.60536 -4.48687
C 5.45736 0.92415 -1.02591
C 2.48850 1.94191 4.15617
C -4.64043 -2.38963 -0.98525
C -4.81299 -3.74843 -0.74762
C 0.49868 -1.72894 -3.17002
C -3.77452 2.83489 0.38245
C 2.49720 3.08284 3.37242
C 0.84498 -4.46853 -3.45525
C 0.31270 -3.96260 -2.28248
C 1.78120 3.79632 -3.61355
C -2.48475 0.42457 2.21188
C 1.02668 -2.23580 -4.34649
C 1.56940 -3.54004 3.10357
C -2.20428 0.08334 -2.62619
C -2.46280 -3.97211 -0.27170
C 1.81910 2.75247 -2.70370
H -1.01206 3.10151 -1.20002
H -3.86869 -5.58448 -0.17486
H -3.81896 0.78578 5.30800
H -1.42511 -2.31247 2.12541
H 2.75848 2.00178 5.20180
H -5.18918 4.01584 -0.59591
H 1.66987 -0.33836 1.80011
H 4.16646 2.48855 -0.36652
H 1.60862 -4.00443 -5.40569
H 2.29285 -1.24367 -1.34645
H -4.27133 -0.31106 4.15884
H 0.97773 -5.53525 -3.56901
H 2.21572 -0.19057 4.17833
H 0.79573 6.28232 -1.54275
H -2.87015 -0.57023 1.97540
H -5.79410 -4.19068 -0.85010
H -5.48244 -1.77004 -1.26210
H -0.52607 -0.17973 1.97250
H 2.13852 1.77325 -3.04128
H -1.08536 3.41619 0.38503
H -0.69830 1.42381 1.93132
H 0.36151 -0.65500 -3.08333
H -4.43602 1.30759 3.86638
H 2.26116 3.91081 1.42970
H 2.05607 -3.18588 -0.22294
H 1.39985 5.88865 -3.90602
H 2.78196 4.03309 3.80273
H -2.05382 1.65477 3.95312
H 6.34697 1.53273 -0.94343
H -2.98838 3.94170 -1.22123
H -3.13621 1.16907 1.73378
H 2.05340 3.61850 -4.64467
H 1.29304 -1.56663 -5.15226
H 0.03914 -4.65137 -1.49244
H -1.83133 -0.07800 4.25096
H -1.63146 -4.59998 0.02309
H -5.73804 3.13432 0.75315
H 0.82086 4.45753 0.05834
H 4.48275 -2.19675 -1.91961
H 3.20233 -3.98744 1.79200
H -0.24933 -3.08496 4.14652
H 2.07329 -3.91284 3.98499
H 6.51777 -0.80830 -1.72147

## Properties
spin multiplicity = 3
expectation value of S² = 2.02
relative energy (zero: lowest compared OMol25 entry of this formula, charge and spin) = 186.7 kJ/mol
total charge = +3
orbital gap (alpha / beta) = 7.212 / 7.783 eV

Here are the Mulliken charges for atoms 1 to 8, given in e:
1 V 0.153
2 S -0.309
3 P 2.797
4 P 2.666
5 O -0.560
6 O -0.407
7 N -0.130
8 N -0.341

Entry 2:
Below is a molecular structure, C40H44BrMnO4P3S6Sb, with properties calculated with the ωB97M-V functional and the def2-TZVPD basis.

Positions of all 100 atoms, in Å:
Sb -0.89114 -5.38540 0.88681
Br 3.93564 3.23625 2.11552
Mn 0.34456 -0.91303 0.32066
S 0.14028 -6.13595 -1.05745
S -1.89744 0.20737 1.59779
S -1.27269 -2.24867 -0.41605
S -0.36423 -2.80478 1.26553
S 0.73668 -6.19083 2.35448
S -4.08076 2.31473 2.96807
P 2.12500 -1.75775 -0.78812
P 0.73581 1.06879 -0.74057
P -3.40215 1.50549 1.29636
O 1.35015 -0.43086 1.86477
O -2.95408 2.61363 0.22344
O -4.55977 0.77571 0.42261
O 2.22056 1.38825 0.97511
C 3.04641 -3.95355 -2.25865
C -5.03262 3.94561 0.26641
C 3.21809 -0.72108 -1.88716
C 3.55589 1.95722 3.46419
C 0.07286 2.65494 -0.11797
C -0.64566 4.12016 1.64994
C 2.94861 -4.92630 -3.23467
C 4.33177 -1.74882 0.99734
C 2.51019 -0.03634 4.28327
C -6.37105 -0.59245 -0.18419
C 0.80650 -3.23901 -2.75981
C 0.70318 -4.23407 -3.71529
C 4.86987 -3.62280 2.40762
C 3.01161 -3.75392 0.90231
C -0.17754 2.88970 1.22825
C 4.15478 2.14921 4.69827
C 1.76761 -5.08753 -3.94269
C -2.64455 0.19669 -2.85392
C 2.72528 0.86462 3.24080
C -0.88326 0.07662 -4.45900
C 3.79985 -4.33009 1.88036
C -0.14214 3.67487 -1.03751
C 3.27252 -2.46331 0.44361
C -2.22035 -0.07976 -4.14276
C -1.73512 0.61812 -1.90665
C 3.93046 1.24617 5.72011
C 1.96560 -3.11300 -2.00431
C 3.11322 0.14687 5.50930
C -3.96724 3.21478 -1.88798
C -0.38121 0.76905 -2.20184
C 2.05496 0.60820 1.93556
C 2.26772 1.64975 -1.61273
C -0.82638 5.14016 0.73563
C 5.13679 -2.33859 1.95808
C -5.53196 -0.59129 2.19815
C 3.48409 0.73301 -1.51548
C -0.57468 4.91501 -0.60811
C -3.72890 3.62083 -0.43595
C -5.15154 -0.48119 0.72771
C 0.02888 0.48500 -3.50044
H -2.06874 0.82212 -0.90205
H 1.86136 -0.87926 4.09703
H -5.67944 3.07370 0.25369
H -3.01839 3.03657 -2.38838
H -0.72484 5.70841 -1.32657
H -0.02447 2.11137 1.96081
H 2.51928 2.59988 -1.13381
H 2.19191 -4.31698 0.47464
H -6.12150 0.27442 2.49777
H -0.02677 -2.57286 -2.57690
H 4.25721 1.12012 -2.18958
H -3.07704 4.50383 -0.41549
H 2.74762 -0.77191 -2.87613
H 0.03277 3.49186 -2.09024
H -4.63334 -0.63036 2.81300
H -0.87564 4.27730 2.69214
H -2.92619 -0.41462 -4.89069
H 5.48886 -4.06907 3.17493
H -5.52334 4.77603 -0.23458
H -6.11354 -1.49347 2.37052
H 3.87657 0.79684 -0.50285
H -6.08665 -0.50038 -1.23090
H -4.49764 4.01351 -2.40422
H -0.21972 -4.35280 -4.26480
H -4.43081 -1.27019 0.46710
H -7.07903 0.19751 0.05487
H -6.86377 -1.55027 -0.04633
H 2.02461 1.85058 -2.65572
H 2.93784 -0.56328 6.30150
H 1.67867 -5.88888 -4.66121
H 4.16872 -1.26718 -1.94256
H -1.17856 6.10654 1.06510
H -4.83719 4.21340 1.29932
H -3.68188 0.06935 -2.58143
H 4.78775 3.00908 4.85548
H 3.79521 -5.57079 -3.42892
H 4.53515 -0.73485 0.68206
H 3.55232 -5.31904 2.23601
H -0.53821 -0.13113 -5.46198
H 3.95385 -3.85112 -1.67754
H 1.06629 0.57289 -3.78694
H -4.55740 2.30250 -1.93431
H 5.97545 -1.78435 2.36134
H 4.40368 1.39851 6.67804

## Properties
spin multiplicity = 4
expectation value of S² = 3.87
total charge = -1
orbital gap (alpha / beta) = 6.177 / 4.799 eV

Here are the Mulliken charges for atoms 1 to 8, given in e:
1 Sb 0.409
2 Br -0.173
3 Mn 0.089
4 S -0.415
5 S -0.493
6 S -0.532
7 S -0.064
8 S -0.514

Entry 3:
Below is a molecular structure, C40H44F12N3O2PdS3Sb, with properties calculated with the ωB97M-V functional and the def2-TZVPD basis.

Positions of all 106 atoms, in Å:
Sb 0.98643 1.01488 0.05614
Pd -0.49097 -1.24218 -0.07484
S 0.33905 -2.39749 2.12807
S -1.35865 -0.77078 4.04986
S -1.59218 0.73380 6.58480
F -0.80720 -5.70474 -3.27276
F 1.47953 -3.36362 -0.81298
F -2.01938 1.57955 1.22786
F -5.72865 -0.06118 1.23331
F -5.18004 -1.82813 0.08274
F -2.12059 -5.53381 -1.55212
F -4.47571 -1.59514 2.10822
F -3.54535 0.88914 2.58597
F -2.48199 -4.31175 -3.29847
F 1.51348 -4.95264 -2.26050
F 0.44352 -5.23298 -0.40962
F -4.06907 2.14747 0.90122
O -1.32848 -3.15874 -0.87609
O -2.40343 -1.04633 0.80650
N -1.48323 -0.79136 -1.98613
N 0.65363 -0.48449 5.50365
N 1.10994 -1.25547 4.42868
C 0.21868 -1.05402 -5.27155
C -4.70897 -0.93378 0.96594
C 0.70054 -4.33023 -1.36388
C 2.70886 -0.41606 -2.02748
C 0.27482 2.27886 2.69260
C -4.62551 0.06601 -3.69371
C 4.03676 -0.22157 6.98850
C -0.29280 -2.69229 -3.06746
C 0.94672 2.18260 -2.77973
C 2.95526 0.24678 -0.66623
C 0.47893 -3.12814 -4.15011
C -0.98942 2.82895 -1.36577
C -1.51689 -4.81994 -2.50780
C 1.67241 -2.83349 -6.35173
C 1.68498 -0.12856 6.42936
C 3.42453 -0.85044 0.29808
C 1.46434 0.61751 7.58815
C -4.81134 0.72459 -1.43643
C -3.40177 -0.21663 0.43098
C 0.53071 2.65654 -1.39597
C 1.58891 2.04428 1.94264
C -0.63777 -3.67205 -1.90789
C 1.19714 3.99988 -1.12737
C -3.61497 0.08615 -1.07972
C 4.02498 1.32452 -0.79999
C -3.42416 -0.53874 -3.40344
C -6.61293 1.50532 -3.03658
C 2.46030 1.07160 2.73136
C -0.66586 -0.13768 5.49657
C -5.32228 0.78108 -2.72096
C -3.28064 1.11225 1.28010
C 0.77626 -2.32440 -5.24268
C 2.34972 3.36426 1.81371
C 2.52771 0.93461 8.42706
C -0.55756 -0.60554 -4.21807
C -2.78648 -0.43310 -2.12404
C 3.81871 0.52595 8.13957
C 2.99084 -0.54912 6.14317
C 0.17895 -1.49938 3.56486
C -0.79578 -1.37116 -3.06699
H 3.59466 -1.00493 -2.30662
H 0.45543 2.81473 -3.53463
H 2.49249 1.39980 3.78053
H 5.03717 -0.55821 6.74241
H 4.15512 -1.48861 -0.22050
H 0.85959 -4.14043 -4.15524
H 1.86392 -1.10608 -2.00510
H 2.08876 0.04514 2.71802
H 3.17101 3.31437 1.09505
H 0.38659 -0.40768 -6.12964
H 2.02689 2.26653 -2.92930
H 4.64257 0.78874 8.79217
H 4.94676 0.87465 -1.20245
H 3.71839 2.12349 -1.48463
H 1.33990 -3.81243 -6.71030
H 4.27393 1.77380 0.16538
H 2.70212 -2.94844 -5.99742
H 0.47146 0.95476 7.82679
H -1.34126 3.19022 -0.39709
H 3.16936 -1.12422 5.24837
H 3.91117 -0.44271 1.18213
H 0.80221 4.47846 -0.23317
H -1.28141 3.56683 -2.12907
H -2.92249 -1.10771 -4.17227
H -7.41114 0.81038 -3.32210
H -1.50905 1.89191 -1.58585
H -5.40580 1.18199 -0.65693
H 2.61631 -1.49716 0.63863
H -1.02258 0.37122 -4.27012
H 0.64859 1.15546 -2.96011
H 3.48747 1.07488 2.35879
H 0.98416 4.66649 -1.97795
H 2.28392 3.91942 -1.02986
H 2.78499 3.60296 2.79635
H 2.32737 1.50940 9.32391
H 1.68295 -2.14225 -7.19892
H -6.48553 2.20899 -3.86572
H 0.48091 2.65624 3.70585
H -5.03716 -0.02392 -4.69926
H -6.96044 2.07066 -2.16788
H -0.30735 1.35897 2.79124
H -0.35811 3.00849 2.17767
H 2.52966 0.30347 -2.82217
H 1.69987 4.19289 1.54042

## Properties
spin multiplicity = 3
expectation value of S² = 2.01
relative energy (zero: lowest compared OMol25 entry of this formula, charge and spin) = 37.8 kJ/mol
total charge = -2
orbital gap (alpha / beta) = 5.755 / 5.721 eV

Here are the Mulliken charges for atoms 1 to 8, given in e:
1 Sb 2.038
2 Pd 0.759
3 S -0.347
4 S -0.122
5 S -0.478
6 F -0.290
7 F -0.048
8 F 0.079

Entry 4:
Below is 6 unconnected molecules or ions with the total composition C40H44F3N8O13S, with properties calculated with the ωB97M-V functional and the def2-TZVPD basis.

Positions of all 109 atoms, in Å:
S 2.15895 -3.60805 0.22068
F 3.56136 -3.54238 -2.01607
F 2.29927 -1.76502 -1.65482
F 4.14168 -2.06163 -0.50163
O 0.09187 0.92042 -7.44815
O -0.26874 -3.12091 10.29632
O 1.63403 3.73080 -2.01139
O 2.00606 -4.97465 -0.15579
O 1.40118 1.63483 -1.61848
O -2.70416 -4.38833 2.34244
O 5.81792 8.63028 -3.57930
O -0.72517 -4.61335 8.82188
O -3.71139 -0.06340 -2.11414
O -1.89186 0.17180 -7.11160
O 2.81025 -3.38459 1.47045
O -3.71322 -4.54120 4.22851
O 4.48065 7.11993 -4.31360
N -1.06243 1.05502 -7.10402
N 0.56718 -1.53012 1.03395
N -1.36614 -1.82157 -0.67074
N -4.57828 -1.25477 -0.35851
N -0.83594 -3.50235 9.30048
N -2.76843 -4.75339 3.50699
N 5.12088 7.65481 -3.43039
N 1.73382 2.57052 -2.32981
C -2.25105 4.87874 -5.78157
C 2.37434 0.93772 -4.03443
C -5.22458 0.01882 0.05667
C 0.53121 -2.81195 0.37742
C -1.72031 -2.55218 8.60831
C -1.47711 2.38486 -6.63445
C 2.68634 3.28837 -4.49048
C -2.67045 -0.37840 8.42079
C 2.86600 0.62464 -5.28719
C -0.76074 -0.45932 -0.76647
C -3.64604 -1.01079 -1.35351
C -1.62949 -5.86538 5.38849
C -3.34905 -0.78557 7.27939
C 0.14837 0.85367 1.15674
C -2.51727 -2.01540 -1.58512
C 2.28585 2.26170 -3.65609
C -1.84824 -1.26637 9.09524
C 5.66338 7.07772 0.21443
C -4.01643 -1.92048 0.83857
C -2.39055 -2.97641 7.47959
C 3.26641 1.64124 -6.14434
C -2.77888 2.57401 -6.21133
C -0.25736 -2.79945 -0.90714
C -0.55151 3.41140 -6.63530
C -3.21166 -2.08550 6.80958
C 4.90404 5.93178 0.41468
C -0.51766 -6.51077 5.90323
C 5.04113 7.06771 -2.08430
C 3.11563 -2.67966 -1.10257
C 4.27652 5.93455 -1.90138
C -3.16437 3.83294 -5.78192
C 5.73600 7.65384 -1.04419
C 0.60513 -6.28750 3.78105
C 0.59702 -6.72239 5.10103
C -1.60425 -5.44463 4.07345
C -0.50772 -5.65139 3.26247
C 4.20937 5.36396 -0.64480
C -0.94602 4.66709 -6.20555
C 3.18162 2.96925 -5.74466
C 0.41019 -0.32137 0.21540
H 6.20202 7.52251 1.03887
H 3.64073 1.39784 -7.12886
H 1.31239 -0.05242 -0.31653
H 1.37079 -1.46624 1.64464
H 2.93087 -0.40732 -5.60076
H -3.55068 -2.85849 0.55553
H -0.52039 0.54261 1.94789
H -0.36756 -0.39630 -1.77042
H -3.48521 1.75797 -6.21740
H -5.94432 0.34937 -0.66765
H 2.61024 4.31966 -4.18173
H 1.47392 -6.44718 3.15811
H 3.61582 4.47364 -0.49561
H -2.78112 0.63247 8.78642
H 0.02795 -3.50901 1.04275
H -2.27794 -3.98385 7.12424
H -3.98870 -0.08770 6.75587
H -0.69571 -3.76299 -1.11686
H -4.47564 0.77895 0.23670
H -2.16705 -1.87933 -2.59459
H -4.78226 -2.13664 1.55756
H -0.51457 -5.31292 2.23814
H 4.85433 5.48211 1.39711
H 3.73859 5.49602 -2.72488
H -1.68581 -2.01419 0.27938
H -3.24253 -1.29602 1.28639
H -2.88442 -3.03062 -1.52060
H -2.49482 -5.70243 6.01037
H 2.05801 0.16089 -3.35655
H -1.31878 -0.95693 9.98342
H 0.29317 -2.48612 -1.78095
H -0.23615 5.48228 -6.20508
H -4.17957 3.99946 -5.45113
H 3.49501 3.75896 -6.41277
H -1.50552 0.31185 -0.66993
H -2.55778 5.86217 -5.45250
H 0.46155 3.23985 -6.96635
H -3.74331 -2.40704 5.92456
H -0.35484 1.64404 0.61837
H -0.52024 -6.84409 6.93067
H 6.32621 8.54276 -1.20638
H 1.46296 -7.22684 5.50658
H 1.06397 1.27909 1.53540
H -5.72071 -0.16162 0.99555

## Properties
total charge = +1
orbital gap = 8.601 eV

Here are the Mulliken charges for atoms 1 to 8, given in e:
1 S 1.477
2 F -0.201
3 F -0.184
4 F -0.203
5 O -0.591
6 O -0.592
7 O -0.609
8 O -0.681